The following is a quantum chemistry calculation of 3 unconnected molecules or ions with the total composition C8H16BrN2O10S2 at a distorted geometry, from the OMol25 dataset.

Cartesian coordinates (Å):
C1 -2.859 -3.633 -0.492
N1 -2.581 -2.212 -0.146
C2 -2.975 -1.263 -1.246
C3 -1.737 -0.441 -1.864
N2 -1.027 -1.119 -2.984
Br1 -2.113 -1.428 -4.473
C4 -2.216 1.059 -2.186
O1 -1.642 2.022 -1.562
O2 -3.208 1.351 -3.087
H1 -3.761 -4.003 0.131
H2 -3.106 -3.824 -1.589
H3 -1.981 -4.323 -0.201
H4 -1.613 -2.055 0.159
H5 -3.658 -0.477 -0.741
H6 -3.638 -1.775 -2.027
H7 -0.964 -0.342 -1.009
H8 -0.509 -1.953 -2.682
C5 0.239 0.256 2.485
C6 1.333 -0.349 3.351
O3 0.677 -1.359 4.125
S1 -0.535 -1.990 3.247
O4 -0.065 -3.200 2.639
O5 -1.737 -1.924 4.021
O6 -0.591 -0.843 2.107
H9 -0.371 0.963 3.055
H10 0.639 0.755 1.595
H11 1.805 0.388 4.000
H12 2.097 -0.836 2.738
C7 3.580 4.060 -0.681
C8 3.161 3.102 -1.786
O7 3.384 1.798 -1.248
S2 3.129 1.835 0.352
O8 1.796 1.373 0.604
O9 4.278 1.287 1.007
O10 3.146 3.446 0.533
H13 4.668 4.166 -0.640
H14 3.124 5.044 -0.794
H15 3.737 3.245 -2.700
H16 2.095 3.198 -2.010

Cartesian forces, eV/Å:
-0.01 -1.04 0.91
-0.06 -0.67 -1.63
-0.63 1.47 0.94
-0.85 -0.13 0.97
0.24 1.00 0.78
0.23 -0.43 0.14
-2.26 3.85 -2.43
-0.39 -2.75 -0.56
3.70 -2.64 3.33
1.25 0.45 -1.02
0.42 0.43 1.29
-1.23 1.05 -0.44
-0.62 -0.23 -0.44
1.02 -1.04 -1.00
1.23 0.67 0.97
-1.04 -0.08 -1.42
-0.86 0.19 -0.34
-0.08 0.78 0.26
0.23 0.09 -0.67
-0.77 -0.13 -0.12
-0.08 0.51 -0.37
-0.58 0.60 0.47
0.90 -0.44 -0.33
0.25 -1.10 0.61
0.02 -0.07 0.07
-0.84 -0.75 0.84
-0.17 -0.20 0.14
0.00 0.10 0.00
0.49 0.14 -0.44
-0.70 0.52 -0.19
0.37 0.00 1.08
0.03 0.33 -0.73
2.03 0.70 -0.61
-0.95 0.09 -0.29
-0.29 -0.84 -0.10
-0.04 0.01 -0.02
-0.11 -0.18 0.21
0.08 -0.27 0.16
0.06 0.03 -0.01

Output
Frontier orbital gap (eV): 6.076
Molecular weight (g/mol): 444.26
E_tot (hartree): -4546.6468
Charge: -1
Strongest force on any atom (eV/A): 5.64

=====

The following is a quantum chemistry calculation of a single C8H16Cl6Si2 molecule at a distorted geometry, from the OMol25 dataset.

Cartesian coordinates (Å):
Cl1 4.287 -3.758 -2.132
Cl2 4.274 -0.467 -2.878
Cl3 1.371 -2.058 -2.021
Cl4 -5.810 2.522 -1.971
Cl5 -2.408 2.432 -1.847
Cl6 -4.168 3.649 0.753
C1 0.859 0.810 1.119
C2 -0.215 0.124 0.270
C3 2.304 0.423 0.719
C4 -1.668 0.486 0.675
C5 2.666 -1.061 1.046
C6 -2.762 -0.149 -0.233
C7 3.816 -1.633 0.193
C8 -4.141 0.402 -0.018
Si1 3.429 -1.889 -1.665
Si2 -4.148 2.182 -0.716
H1 0.769 1.890 0.994
H2 0.706 0.572 2.189
H3 -0.065 -0.954 0.312
H4 -0.018 0.403 -0.773
H5 2.434 0.573 -0.357
H6 3.004 1.076 1.235
H7 -1.807 0.142 1.694
H8 -1.760 1.575 0.640
H9 1.799 -1.680 0.851
H10 2.877 -1.183 2.121
H11 -2.712 -1.241 -0.052
H12 -2.433 -0.034 -1.258
H13 4.266 -2.546 0.529
H14 4.644 -0.930 0.197
H15 -4.500 0.415 1.027
H16 -4.892 -0.094 -0.643

Cartesian forces, eV/Å:
-0.41 0.89 -0.02
-0.29 -0.24 0.18
1.00 0.15 0.02
0.93 -0.18 0.68
-0.78 0.38 0.10
0.00 -0.46 -0.49
0.27 -0.32 0.12
-0.20 0.26 -0.12
-0.25 -0.99 0.28
0.38 -0.30 -0.69
-0.08 0.10 -0.05
1.71 -1.24 0.95
-0.37 1.19 -1.02
-0.74 1.39 -0.50
-0.03 -0.99 0.73
-0.26 0.08 -0.12
-0.11 0.08 0.16
0.04 0.17 -0.32
-0.20 -0.15 0.04
-0.25 0.00 0.02
-0.02 0.16 -0.06
0.13 0.10 -0.07
-0.22 0.14 0.34
-0.01 0.00 0.27
-0.34 -0.14 0.07
0.07 0.15 -0.35
-0.30 0.38 -0.02
-0.15 0.02 -0.27
-0.19 -0.71 0.38
0.29 0.32 -0.05
0.29 -0.07 -0.43
0.08 -0.18 0.21

Output
Frontier orbital gap (eV): 11.345
Molecular weight (g/mol): 381.11
E_tot (hartree): -3654.9112
Charge: 0
Strongest force on any atom (eV/A): 2.32
Energy above the lowest of the compared OMol25 structures with the same formula, charge and spin (eV): 0.0000

=====

The following is a quantum chemistry calculation of 4 unconnected molecules or ions with the total composition C8H16Cl8 at a distorted geometry, from the OMol25 dataset.

Cartesian coordinates (Å):
Cl1 -4.284 3.788 -2.336
C1 -3.485 3.839 -0.737
C2 -2.003 4.148 -0.880
Cl2 -1.122 2.775 -1.630
H1 -3.619 2.901 -0.207
H2 -3.931 4.684 -0.217
H3 -1.518 4.433 0.048
H4 -1.902 4.974 -1.583
Cl3 4.511 -1.928 1.701
C3 5.252 -0.912 0.420
C4 6.149 0.140 1.110
Cl4 5.250 1.248 2.158
H5 4.510 -0.355 -0.143
H6 5.870 -1.587 -0.158
H7 6.607 0.729 0.319
H8 6.853 -0.388 1.745
Cl5 -0.482 -1.836 -0.659
C5 1.138 -1.153 -0.881
C6 1.244 -0.250 -2.114
Cl6 2.990 -0.085 -2.512
H9 1.808 -1.985 -1.092
H10 1.415 -0.657 0.043
H11 0.811 0.727 -1.934
H12 0.802 -0.767 -2.959
Cl7 -5.346 -3.499 0.043
C7 -3.987 -2.626 0.829
C8 -3.936 -2.959 2.296
Cl8 -5.394 -2.368 3.164
H13 -4.162 -1.575 0.615
H14 -3.096 -2.905 0.274
H15 -3.077 -2.522 2.802
H16 -3.863 -4.029 2.474

Cartesian forces, eV/Å:
0.07 -0.21 0.21
0.64 0.45 0.02
-0.25 0.16 -0.92
-0.01 0.09 0.26
-0.32 -0.01 -0.06
-0.16 -0.20 0.21
-0.09 -0.30 0.19
0.12 0.00 0.09
-0.27 0.01 -0.35
0.50 0.95 1.37
-0.34 -0.94 -0.54
-0.18 0.14 -0.02
-0.29 -0.55 -0.18
-0.07 0.13 -0.36
0.31 0.03 0.19
0.32 0.24 -0.11
-0.32 0.11 -0.08
0.67 -0.07 -0.62
-0.07 -0.57 0.55
-0.20 0.25 0.07
-0.06 -0.10 0.43
0.11 0.06 -0.02
0.05 0.09 -0.23
-0.18 0.24 -0.08
0.08 -0.03 -0.05
-0.38 0.05 -0.49
0.18 -0.02 0.39
0.22 -0.06 -0.11
-0.03 0.08 0.34
0.17 -0.23 0.33
0.00 0.27 -0.23
-0.22 -0.06 -0.19

Output
Frontier orbital gap (eV): 11.108
Molecular weight (g/mol): 395.84
E_tot (hartree): -3995.9591
Charge: 0
Strongest force on any atom (eV/A): 1.74
Energy above the lowest of the compared OMol25 structures with the same formula, charge and spin (eV): 0.4774

=====

The following is a quantum chemistry calculation of 2 unconnected molecules or ions with the total composition C8H16N2 at a distorted geometry, from the OMol25 dataset.

Cartesian coordinates (Å):
C1 0.346 2.518 1.053
C2 -2.241 2.230 -1.318
C3 -0.888 2.128 0.403
C4 -1.782 1.063 0.538
N1 -1.292 2.980 -0.668
N2 -2.546 1.039 -0.628
H1 -2.437 2.165 -2.324
H2 -2.912 0.268 -1.178
H3 -1.850 0.303 1.165
H4 0.471 2.700 2.169
H5 0.689 3.501 0.731
H6 1.061 1.669 0.767
C5 0.664 -1.301 -0.161
C6 0.010 -2.415 0.823
C7 1.873 -0.698 0.585
C8 1.058 -1.968 -1.501
H7 -0.026 -0.520 -0.388
H8 -1.061 -2.398 0.547
H9 0.227 -2.023 1.843
H10 2.858 -1.339 0.243
H11 2.244 0.247 0.274
H12 1.866 -0.356 1.651
H13 0.173 -2.607 -1.796
H14 1.080 -1.234 -2.216
H15 2.054 -2.570 -1.286
H16 0.362 -3.384 0.672

Cartesian forces, eV/Å:
1.78 -0.37 1.57
3.15 -0.97 3.82
-0.90 4.49 -1.42
-1.28 0.82 -5.14
-1.32 -3.32 0.05
1.23 1.95 0.88
-0.91 1.11 -2.28
-0.34 -0.25 0.91
-0.07 -3.17 3.02
-0.93 -1.13 -0.96
-0.05 -0.36 -0.87
-0.46 1.26 0.47
1.20 -2.16 1.78
-0.63 4.03 -0.67
2.95 -1.07 -0.85
-0.14 -2.47 2.84
-0.99 0.63 0.00
0.23 -0.29 0.66
-0.65 -0.79 -0.51
-2.34 1.18 1.71
-0.01 1.19 -1.67
-0.52 -1.72 -0.25
1.27 0.13 0.27
0.99 1.60 -2.03
-2.17 1.11 -1.08
0.91 -1.43 -0.23

Output
Frontier orbital gap (alpha / beta) (eV): 9.677 / 6.053
Molecular weight (g/mol): 140.23
E_tot (hartree): -423.5260
Charge: +1
Strongest force on any atom (eV/A): 5.36
<S²>: 0.76
Energy above the lowest of the compared OMol25 structures with the same formula, charge and spin (eV): 2.7924
2S+1: 2

=====

The following is a quantum chemistry calculation of a single C8H16N2O2 molecule at a distorted geometry, from the OMol25 dataset.

Cartesian coordinates (Å):
C1 0.577 -0.666 0.654
C2 -0.486 0.456 0.222
C3 -0.180 -2.479 -0.863
C4 -2.908 1.355 -0.226
C5 0.224 -2.226 0.522
C6 -1.935 0.561 0.645
C7 2.881 -0.174 0.044
C8 0.742 2.389 -0.378
N1 1.718 -0.560 -0.279
N2 0.045 1.791 0.501
O1 3.441 0.318 1.109
O2 1.072 2.109 -1.630
H1 0.755 -0.315 1.656
H2 -0.396 0.131 -0.821
H3 -0.348 -3.549 -0.920
H4 -1.068 -1.994 -1.188
H5 0.655 -2.187 -1.482
H6 -3.842 1.559 0.369
H7 -2.518 2.327 -0.495
H8 -3.186 0.735 -1.090
H9 -0.536 -2.249 1.260
H10 1.184 -2.820 0.797
H11 -2.467 -0.320 0.736
H12 -1.805 1.122 1.519
H13 3.632 0.025 -0.739
H14 1.031 3.402 -0.037
H15 2.882 0.083 1.858
H16 0.834 1.176 -1.742

Cartesian forces, eV/Å:
0.33 -0.24 0.07
0.91 -1.18 -2.40
0.29 -1.63 -0.52
-0.47 0.03 0.21
1.77 2.92 1.77
0.51 0.81 -0.67
-0.17 0.75 -3.51
-0.59 2.08 1.85
0.26 0.96 0.79
0.90 -1.12 -0.65
-0.02 -0.15 2.63
-0.01 -0.59 -0.07
0.79 -0.56 1.00
-0.75 0.89 -0.81
-0.08 -0.30 -0.60
-0.79 0.56 -0.11
-0.01 -0.15 -0.52
0.85 -0.34 -0.55
0.13 0.18 -0.43
0.04 0.54 -0.06
-0.94 -1.30 0.73
-1.81 1.00 -0.21
-0.44 -2.33 0.98
-0.53 0.30 1.96
-0.51 -0.77 -0.29
0.27 -0.47 -0.76
-0.10 0.36 0.61
0.19 -0.24 -0.43

Output
Frontier orbital gap (eV): 10.265
Molecular weight (g/mol): 172.23
E_tot (hartree): -574.3335
Charge: 0
Strongest force on any atom (eV/A): 3.85
Energy above the lowest of the compared OMol25 structures with the same formula, charge and spin (eV): 0.1120

=====

The following is a quantum chemistry calculation of a single C8H16N2O3 molecule at a distorted geometry, from the OMol25 dataset.

Cartesian coordinates (Å):
C1 -0.991 0.532 -2.605
C2 -0.719 0.298 -1.115
C3 -1.359 2.028 -2.734
C4 1.141 0.236 0.615
C5 1.546 -1.233 0.733
C6 0.236 0.576 1.828
C7 -0.680 -0.648 2.228
C8 0.948 1.020 3.079
H1 -1.911 -1.190 -3.157
H2 -2.805 -0.308 -2.173
H3 -0.133 0.274 -3.215
H4 -1.661 2.314 -3.754
H5 -2.264 2.220 -2.147
H6 -0.580 2.705 -2.372
H7 1.197 0.862 -1.364
H8 2.081 0.744 0.687
H9 -0.447 1.415 1.587
H10 -1.127 -1.095 1.316
H11 -0.133 -1.432 2.770
H12 -1.535 -0.281 2.820
H13 1.749 1.708 2.850
H14 1.304 0.158 3.703
H15 0.319 1.602 3.784
H16 2.885 -0.651 1.946
N1 -2.198 -0.232 -3.031
N2 0.557 0.494 -0.703
O1 -1.701 0.127 -0.413
O2 0.980 -2.093 0.045
O3 2.447 -1.500 1.704

Cartesian forces, eV/Å:
-1.26 0.49 -0.03
-0.83 0.68 -0.40
-0.34 0.17 -0.25
-0.73 -0.66 0.05
-2.24 -2.03 -1.97
-1.85 -0.63 0.61
-0.47 0.40 -1.05
0.51 -0.17 1.43
0.12 -0.43 -0.30
0.72 0.42 -1.09
0.10 -0.09 -0.23
0.48 -0.35 0.21
0.21 -0.17 0.18
0.04 -0.09 -0.10
0.35 -0.02 -0.69
0.47 1.08 -0.14
0.44 -0.55 -0.52
0.34 0.24 0.72
-0.06 0.37 -0.01
0.49 -0.17 0.02
0.65 0.11 -0.02
0.07 0.68 -0.67
-0.10 -0.45 -0.63
-0.42 -0.85 0.06
0.15 0.10 1.26
0.23 -0.10 1.32
0.59 -0.40 0.50
2.10 1.81 2.16
0.24 0.61 -0.44

Output
Frontier orbital gap (eV): 9.728
Molecular weight (g/mol): 188.23
E_tot (hartree): -649.6715
Charge: 0
Strongest force on any atom (eV/A): 3.61
Energy above the lowest of the compared OMol25 structures with the same formula, charge and spin (eV): 1.2890

=====

The following is a quantum chemistry calculation of 2 unconnected molecules or ions with the total composition C8H16N5OS at a distorted geometry, from the OMol25 dataset.

Cartesian coordinates (Å):
N1 4.099 0.975 1.255
C1 3.423 1.624 0.295
N2 2.503 0.812 -0.514
C2 1.199 1.553 -0.703
C3 1.023 2.761 0.329
N3 0.659 2.309 1.728
C4 -0.588 1.949 1.757
S1 -1.979 1.123 1.390
C5 2.275 3.762 0.312
N4 3.598 3.063 0.145
H1 4.545 0.055 1.154
H2 4.104 1.417 2.192
H3 2.290 0.007 0.108
H4 0.350 0.813 -0.549
H5 1.138 1.880 -1.804
H6 0.104 3.354 -0.036
H7 2.174 4.592 -0.466
H8 2.312 4.268 1.346
H9 4.075 3.318 -0.729
C6 -2.237 -4.569 -0.497
C7 -2.048 -3.077 -0.461
O1 -0.944 -2.562 -0.313
N5 -3.148 -2.289 -0.598
C8 -4.527 -2.693 -0.781
H10 -1.271 -5.058 -0.375
H11 -2.890 -4.885 0.319
H12 -2.658 -4.872 -1.458
H13 -2.938 -1.303 -0.563
H14 -4.887 -2.270 -1.721
H15 -5.117 -2.284 0.042
H16 -4.640 -3.774 -0.804

Cartesian forces, eV/Å:
0.28 0.82 0.19
-1.12 -1.10 -1.99
1.44 2.32 3.95
-0.76 0.51 -0.96
-0.80 1.31 -1.68
-4.57 -1.06 -0.49
2.07 -1.67 -1.72
3.17 2.44 1.46
-0.81 0.72 1.03
-1.76 -2.41 0.56
-1.06 0.29 0.07
0.90 0.00 -1.12
0.36 0.34 -0.98
1.17 0.79 -0.18
0.06 -0.10 1.82
1.61 -0.75 0.24
0.00 -1.39 0.96
-0.17 -0.69 -1.63
-0.09 -0.48 0.49
0.10 -0.12 0.01
0.24 0.44 0.04
-0.03 -0.01 -0.01
0.38 -0.41 0.07
0.01 0.52 0.00
-0.08 0.19 -0.01
-0.07 -0.06 -0.16
-0.11 -0.07 0.14
-0.06 -0.11 -0.05
-0.21 -0.19 0.05
-0.20 -0.19 -0.10
0.11 0.11 0.02

Output
Frontier orbital gap (eV): 6.889
Molecular weight (g/mol): 230.32
E_tot (hartree): -1061.3156
Charge: +1
Strongest force on any atom (eV/A): 4.80
Energy above the lowest of the compared OMol25 structures with the same formula, charge and spin (eV): 0.6870

=====

The following is a quantum chemistry calculation of a molecular structure, C8H16O at a distorted geometry, from the OMol25 dataset.

Cartesian coordinates (Å):
C1 0.028 1.167 0.339
C2 0.109 2.177 -0.797
C3 1.556 -2.090 1.054
C4 1.436 -1.340 -0.235
C5 2.349 -1.253 -1.194
O1 -0.364 1.857 1.520
H1 -0.232 1.264 2.270
H2 1.063 0.879 0.551
H3 0.762 3.004 -0.518
H4 0.514 1.692 -1.684
H5 -0.873 2.581 -1.027
H6 1.770 -1.406 1.879
H7 2.346 -2.841 1.022
H8 0.612 -2.585 1.288
H9 3.300 -1.767 -1.144
H10 2.173 -0.656 -2.077
C6 -2.720 0.820 0.320
C7 -1.489 0.104 -0.087
C8 -1.373 -1.028 -0.710
H11 0.680 -0.464 -0.152
H12 -3.136 1.352 -0.537
H13 -3.474 0.123 0.689
H14 -2.505 1.553 1.095
H15 -2.198 -1.678 -0.962
H16 -0.334 -1.463 -0.907

Cartesian forces, eV/Å:
-2.60 0.85 -0.05
-0.13 -0.19 0.26
0.05 -0.24 -0.20
0.17 2.56 1.00
0.02 -0.34 -0.07
-0.07 0.11 0.15
-0.03 0.12 -0.15
-0.54 -0.73 -0.20
0.06 -0.01 0.03
-0.03 -0.02 -0.09
-0.08 0.03 -0.07
-0.02 0.04 -0.01
0.01 -0.02 0.01
-0.02 -0.07 0.05
-0.09 -0.42 -0.15
0.07 0.28 0.03
-0.18 0.24 0.01
3.08 2.15 1.16
1.48 -2.15 -0.73
1.69 -2.90 -0.74
-0.09 0.04 0.02
0.01 -0.01 -0.06
-0.08 -0.05 -0.01
-0.36 0.19 -0.06
-2.33 0.53 -0.15

Output
Frontier orbital gap (eV): 10.044
Molecular weight (g/mol): 128.22
E_tot (hartree): -389.4987
Charge: 0
Strongest force on any atom (eV/A): 3.93
Energy above the lowest of the compared OMol25 structures with the same formula, charge and spin (eV): 4.1930

=====

> What is the formula in the fifth record?

C8H16N2O2

=====

> molecular weight of number 7 (C8H16N5OS)?

230.32 g/mol

=====

Repeat the fifth record exactly.
The following is a quantum chemistry calculation of a single C8H16N2O2 molecule at a distorted geometry, from the OMol25 dataset.

Cartesian coordinates (Å):
C1 0.577 -0.666 0.654
C2 -0.486 0.456 0.222
C3 -0.180 -2.479 -0.863
C4 -2.908 1.355 -0.226
C5 0.224 -2.226 0.522
C6 -1.935 0.561 0.645
C7 2.881 -0.174 0.044
C8 0.742 2.389 -0.378
N1 1.718 -0.560 -0.279
N2 0.045 1.791 0.501
O1 3.441 0.318 1.109
O2 1.072 2.109 -1.630
H1 0.755 -0.315 1.656
H2 -0.396 0.131 -0.821
H3 -0.348 -3.549 -0.920
H4 -1.068 -1.994 -1.188
H5 0.655 -2.187 -1.482
H6 -3.842 1.559 0.369
H7 -2.518 2.327 -0.495
H8 -3.186 0.735 -1.090
H9 -0.536 -2.249 1.260
H10 1.184 -2.820 0.797
H11 -2.467 -0.320 0.736
H12 -1.805 1.122 1.519
H13 3.632 0.025 -0.739
H14 1.031 3.402 -0.037
H15 2.882 0.083 1.858
H16 0.834 1.176 -1.742

Cartesian forces, eV/Å:
0.33 -0.24 0.07
0.91 -1.18 -2.40
0.29 -1.63 -0.52
-0.47 0.03 0.21
1.77 2.92 1.77
0.51 0.81 -0.67
-0.17 0.75 -3.51
-0.59 2.08 1.85
0.26 0.96 0.79
0.90 -1.12 -0.65
-0.02 -0.15 2.63
-0.01 -0.59 -0.07
0.79 -0.56 1.00
-0.75 0.89 -0.81
-0.08 -0.30 -0.60
-0.79 0.56 -0.11
-0.01 -0.15 -0.52
0.85 -0.34 -0.55
0.13 0.18 -0.43
0.04 0.54 -0.06
-0.94 -1.30 0.73
-1.81 1.00 -0.21
-0.44 -2.33 0.98
-0.53 0.30 1.96
-0.51 -0.77 -0.29
0.27 -0.47 -0.76
-0.10 0.36 0.61
0.19 -0.24 -0.43

Output
Frontier orbital gap (eV): 10.265
Molecular weight (g/mol): 172.23
E_tot (hartree): -574.3335
Charge: 0
Strongest force on any atom (eV/A): 3.85
Energy above the lowest of the compared OMol25 structures with the same formula, charge and spin (eV): 0.1120